One molecule with the formula C15H32N2O, computed with ωB97M-V/def2-TZVPD.

Each line ends with the natural charge from an NBO analysis.
Geometry (Å):
O1 1.354 -1.619 0.199  -0.5491
N1 -1.166 -2.392 -3.304  -0.4476
N2 -0.109 1.883 2.125  -0.5056
C1 -2.031 -3.326 -2.543  -0.4092
C2 -0.643 -3.009 -4.529  -0.4164
C3 -0.571 3.148 2.715  -0.4077
C4 -2.140 0.538 2.739  -0.6110
C5 -1.920 1.480 0.490  -0.6316
C6 2.279 2.527 2.558  -0.6133
C7 1.292 2.874 0.308  -0.6387
C8 2.020 -1.768 -1.055  -0.0552
C9 -0.197 -1.682 -2.444  -0.2163
C10 1.079 -2.473 -2.079  -0.4434
C11 -0.494 -0.411 1.203  -0.4187
C12 1.777 0.547 1.234  -0.4303
C13 0.814 -0.291 0.420  0.1108
C14 -1.123 0.909 1.647  0.1528
C15 1.281 1.941 1.543  0.1571
H1 -2.552 -2.773 -1.756  0.1967
H2 -2.748 -3.810 -3.166  0.1999
H3 -1.417 -4.098 -2.039  0.1611
H4 0.091 -3.784 -4.259  0.1626
H5 -1.488 -3.477 -5.104  0.2032
H6 -0.113 -2.288 -5.178  0.1996
H7 -1.532 2.981 3.213  0.2039
H8 -0.772 3.810 1.914  0.1708
H9 0.142 3.584 3.486  0.2049
H10 -1.647 0.216 3.678  0.2165
H11 -2.793 1.389 2.935  0.2028
H12 -2.757 -0.307 2.448  0.2134
H13 -2.757 0.859 0.176  0.2106
H14 -2.350 2.463 0.764  0.2046
H15 -1.255 1.642 -0.339  0.2008
H16 3.288 2.380 2.142  0.2116
H17 2.152 3.600 2.695  0.2053
H18 2.199 2.072 3.556  0.2202
H19 2.258 2.802 -0.167  0.2054
H20 0.549 2.593 -0.422  0.2065
H21 1.183 3.927 0.577  0.2122
H22 2.398 -0.852 -1.465  0.1666
H23 2.861 -2.454 -0.908  0.1868
H24 -0.741 -1.397 -1.542  0.1984
H25 0.078 -0.727 -2.929  0.1860
H26 0.784 -3.439 -1.660  0.2036
H27 1.613 -2.634 -2.995  0.1986
H28 -1.217 -0.998 0.678  0.2132
H29 -0.249 -0.945 2.091  0.2115
H30 1.931 -0.008 2.183  0.2170
H31 2.732 0.604 0.733  0.2111
H32 0.626 0.194 -0.567  0.1681

Relative energy (zero: lowest compared OMol25 entry of this formula, charge and spin) in eV: 0.000
SMILES: CN(C)CCCOC1CC(C)(C)N(C)C(C)(C)C1
LUMO in eV: 0.83
Orbital gap in eV: 8.7


C28H32CoN5O8P2Se as an isolated structure, computed with ωB97M-V/def2-TZVPD.

Each line ends with the Löwdin spin population.
Geometry (Å):
Co1 0.061 0.188 0.084  1.5697
C1 -3.107 -0.010 2.550  0.0171
C2 -2.224 0.702 1.567  0.0095
N1 -0.858 0.236 1.607  0.0522
C3 -0.431 -0.612 2.562  -0.0016
C4 -1.184 -1.050 3.629  0.0257
C5 -2.611 -0.751 3.544  0.0003
C6 -0.543 -1.837 4.615  -0.0030
C7 0.782 -2.184 4.528  0.0263
C8 1.537 -1.823 3.379  -0.0015
C9 2.879 -2.159 3.121  0.0085
C10 3.450 -1.781 1.934  -0.0049
C11 2.689 -1.106 0.965  0.0109
N2 1.438 -0.783 1.170  -0.0115
C12 0.889 -1.085 2.377  0.0013
H1 -4.174 0.132 2.419  0.0010
H2 -2.233 1.783 1.773  0.0040
H3 -3.278 -1.216 4.262  -0.0005
H4 -1.127 -2.183 5.462  -0.0008
H5 1.253 -2.767 5.311  0.0016
H6 3.448 -2.720 3.855  0.0004
H7 4.479 -2.031 1.714  -0.0006
H8 3.093 -0.847 -0.008  0.0003
N3 -1.060 -3.367 -3.528  0.0001
C13 -1.219 -2.306 -2.431  0.0005
C14 -2.674 -1.898 -2.298  0.0003
P1 -0.619 -3.262 -0.914  0.0013
O1 0.953 -3.452 -1.282  0.0002
O2 -1.245 -4.606 -1.140  0.0008
O3 -0.786 -2.449 0.313  0.0147
P2 0.003 -0.973 -2.875  0.0058
O4 -0.832 0.251 -3.470  0.0015
O5 0.827 -1.600 -3.949  0.0018
O6 0.726 -0.500 -1.616  0.0392
H9 -1.085 -4.280 -3.023  0.0001
H10 -0.143 -3.142 -3.974  0.0001
H11 -1.805 -3.318 -4.214  0.0000
H12 -3.265 -2.737 -1.922  0.0000
H13 -3.078 -1.570 -3.262  0.0000
H14 -2.767 -1.074 -1.591  0.0002
H15 1.419 -2.615 -1.115  0.0000
H16 -1.196 0.846 -2.778  0.0020
Se1 -1.715 3.191 -1.501  0.6277
C15 -3.481 2.885 -2.114  0.0507
C16 -3.763 2.761 -3.473  0.0391
C17 -5.077 2.568 -3.873  -0.0044
N4 -6.106 2.469 -3.029  0.0386
C18 -5.823 2.563 -1.728  -0.0049
C19 -4.549 2.772 -1.225  0.0340
H17 -2.966 2.816 -4.204  0.0019
H18 -5.320 2.478 -4.928  -0.0011
H19 -6.669 2.470 -1.054  -0.0011
H20 -4.377 2.839 -0.159  0.0008
O7 -1.622 0.832 -0.635  0.1377
O8 -2.709 0.501 0.253  0.0221
C20 -0.290 4.259 2.603  -0.0005
N5 0.920 3.710 3.199  -0.0003
C21 0.686 3.399 4.596  0.0001
C22 1.381 2.500 2.499  0.0021
C23 1.714 2.738 1.038  0.0267
C24 2.573 3.819 0.793  0.0091
C25 2.956 4.165 -0.490  -0.0045
C26 2.479 3.409 -1.551  0.0082
C27 1.644 2.326 -1.309  0.0270
C28 1.225 1.948 -0.021  0.2130
H21 -0.524 5.215 3.077  0.0000
H22 -1.158 3.589 2.729  0.0000
H23 -0.145 4.423 1.537  -0.0005
H24 0.329 4.288 5.119  0.0000
H25 1.615 3.069 5.065  0.0000
H26 -0.064 2.597 4.726  0.0000
H27 0.634 1.710 2.591  -0.0007
H28 2.286 2.165 3.020  -0.0002
H29 2.917 4.397 1.646  0.0016
H30 3.617 5.009 -0.657  -0.0003
H31 2.755 3.654 -2.573  0.0014
H32 1.316 1.759 -2.169  0.0032

Relative energy (zero: lowest compared OMol25 entry of this formula, charge and spin) in eV: 0.548
LUMO (alpha / beta) in eV: 2.15 / 1.37
<S²>: 3.7914
2S+1: 4
Orbital gap (alpha / beta) in eV: 6.9 / 6.5
Net charge: -1


C34H46CsN4O2Si4 as an isolated structure, computed with ωB97M-V/def2-TZVPD.

Each line ends with the Mulliken charge.
Geometry (Å):
Cs1 -0.160 0.458 -0.753  1.6732
O1 -4.135 -5.262 -4.716  -0.7561
N1 -4.910 -4.429 -4.181  0.9152
O2 -6.156 -4.560 -4.248  -0.7568
C1 -4.397 -3.301 -3.533  -0.5986
C2 -5.308 -2.303 -3.170  -1.0504
C3 -4.905 -1.136 -2.517  1.2626
C4 -5.808 -0.102 -2.156  -0.7430
C5 -5.339 1.016 -1.521  -0.9684
C6 -3.968 1.111 -1.242  -0.1927
N2 -3.095 0.168 -1.558  0.4548
C7 -3.537 -0.933 -2.178  -0.5165
C8 -2.576 -1.962 -2.541  -0.3182
N3 -1.295 -1.736 -2.211  -0.1288
C9 -0.379 -2.634 -2.526  -0.6050
C10 -0.682 -3.825 -3.169  -0.7414
C11 -1.991 -4.081 -3.517  -0.6381
C12 -2.994 -3.138 -3.223  1.1240
H1 -6.347 -2.452 -3.421  0.4843
H2 -6.860 -0.214 -2.392  0.4517
H3 -6.002 1.821 -1.233  0.3914
H4 -3.565 1.995 -0.756  0.3018
H5 0.643 -2.388 -2.250  0.4074
H6 0.102 -4.536 -3.397  0.4761
H7 -2.262 -4.991 -4.023  0.5494
C13 2.566 0.594 2.494  -0.5737
Si1 3.178 -0.331 0.947  -0.9136
C14 5.023 -0.670 1.311  -1.1085
C15 2.318 -2.040 1.033  -0.4236
C16 2.823 0.579 -0.620  1.6457
Si2 3.633 -0.119 -2.123  -0.0551
C17 2.637 0.176 -3.721  -0.9385
C18 3.849 -2.008 -2.055  -0.9993
C19 5.374 0.546 -2.546  -1.2354
Si3 2.896 2.410 -0.532  -1.4680
C20 2.378 3.287 -2.141  -0.9740
C21 4.556 3.239 -0.079  -1.2067
C22 1.645 3.183 0.710  0.1498
C23 2.033 3.975 1.793  0.0193
C24 1.079 4.579 2.595  -0.6674
C25 -0.263 4.380 2.299  -0.5679
C26 -0.573 3.572 1.218  -0.4454
N4 0.342 2.989 0.448  0.2439
H8 2.614 -0.046 3.379  0.4270
H9 1.529 0.927 2.376  -0.1092
H10 3.178 1.479 2.687  0.3187
H11 5.173 -1.263 2.218  0.3364
H12 5.559 0.276 1.431  0.2752
H13 5.483 -1.202 0.475  0.2895
H14 2.139 -2.332 2.071  0.3151
H15 2.929 -2.819 0.573  0.4016
H16 1.351 -2.036 0.522  -0.1354
H17 1.600 -0.162 -3.629  0.1798
H18 3.086 -0.368 -4.557  0.3403
H19 2.623 1.235 -3.988  0.3132
H20 2.900 -2.511 -1.852  0.1538
H21 4.551 -2.303 -1.271  0.2916
H22 4.232 -2.387 -3.006  0.3848
H23 5.319 1.600 -2.835  0.2550
H24 5.834 -0.003 -3.372  0.3503
H25 6.036 0.475 -1.679  0.3357
H26 3.159 3.175 -2.898  0.2993
H27 2.223 4.356 -1.974  0.3988
H28 1.451 2.874 -2.551  0.1985
H29 5.303 2.978 -0.832  0.2880
H30 4.930 2.875 0.884  0.3329
H31 4.493 4.330 -0.033  0.3736
H32 3.086 4.114 2.002  0.3867
H33 1.367 5.197 3.437  0.4200
H34 -1.047 4.841 2.886  0.4525
H35 -1.612 3.386 0.958  0.2733
C27 -0.087 -1.545 4.264  -1.1892
Si4 -1.183 -1.099 2.771  0.0504
C28 -1.959 -2.687 2.084  -1.1279
C29 -2.505 0.058 3.475  0.3262
C30 -2.183 1.374 3.819  -0.2213
C31 -3.127 2.222 4.375  -0.5378
C32 -4.423 1.772 4.593  -0.5157
C33 -4.765 0.472 4.245  -0.5918
C34 -3.817 -0.372 3.687  -0.2904
H36 -0.647 -2.148 4.983  0.4375
H37 0.257 -0.643 4.771  0.3349
H38 0.794 -2.112 3.955  0.3101
H39 -2.434 -3.273 2.876  0.4115
H40 -1.191 -3.310 1.622  0.3225
H41 -2.707 -2.465 1.321  0.3340
H42 -1.174 1.739 3.649  0.3862
H43 -2.863 3.238 4.642  0.3809
H44 -5.164 2.431 5.026  0.3713
H45 -5.776 0.120 4.409  0.3817
H46 -4.100 -1.382 3.412  0.3206

Relative energy (zero: lowest compared OMol25 entry of this formula, charge and spin) in eV: 0.291
LUMO (alpha / beta) in eV: 1.74 / 0.87
Orbital gap (alpha / beta) in eV: 6.4 / 3.7
Net charge: -1


C13H18Cl16F9GaPS as an isolated structure, computed with ωB97M-V/def2-TZVPD.

Each line ends with the natural charge from an NBO analysis.
Geometry (Å):
C1 5.779 0.148 2.213  -0.6088
C2 5.995 0.492 0.728  -0.6597
P1 5.057 2.067 0.256  0.1457
C3 4.427 1.704 -1.485  -0.9063
Ga1 3.198 2.341 1.718  0.6131
C4 1.539 3.066 0.724  -0.8621
C5 0.404 2.003 0.657  -0.4088
C6 0.706 1.107 -0.555  -0.4082
C7 -0.059 -0.241 -0.575  -0.4906
C8 0.798 -1.468 -0.840  0.6459
F1 0.088 -2.445 -1.447  -0.3345
F2 1.692 -1.098 -1.785  -0.3270
C9 1.698 -2.002 0.317  0.4608
F3 2.390 -3.031 -0.133  -0.3001
F4 2.552 -1.066 0.588  -0.2723
S1 0.897 -2.479 1.957  2.3744
F5 0.689 -0.989 2.358  -0.4409
F6 -0.535 -2.601 1.342  -0.4665
F7 1.162 -4.019 1.668  -0.4680
F8 2.324 -2.433 2.644  -0.4580
F9 0.285 -2.899 3.350  -0.4558
H1 5.860 1.039 2.833  0.2090
H2 4.835 -0.362 2.357  0.2223
H3 6.566 -0.555 2.512  0.1806
H4 5.559 -0.324 0.142  0.1918
H5 7.049 0.638 0.510  0.1967
H6 3.486 2.237 -1.603  0.2139
H7 4.277 0.625 -1.582  0.1988
H8 5.141 2.009 -2.248  0.2034
H9 3.656 3.336 2.908  -0.3100
H10 2.863 0.933 2.444  -0.3441
H11 1.234 3.968 1.254  0.2058
H12 1.838 3.274 -0.308  0.1844
H13 -0.568 2.500 0.582  0.1728
H14 0.443 1.458 1.603  0.2015
H15 1.786 1.011 -0.609  0.2431
H16 0.386 1.686 -1.422  0.2024
H17 -0.734 -0.208 -1.427  0.2284
H18 -0.696 -0.341 0.301  0.2303
C10 -3.205 2.946 -1.495  -0.2213
Cl1 -4.076 3.666 -0.125  0.0459
Cl2 -1.818 3.955 -1.904  0.0739
Cl3 -2.643 1.336 -1.041  0.0694
Cl4 -4.283 2.816 -2.894  0.0449
C11 -5.189 7.166 -3.248  -0.2259
Cl5 -6.395 6.484 -4.350  0.0446
Cl6 -3.659 7.373 -4.107  0.0569
Cl7 -5.753 8.737 -2.660  0.0453
Cl8 -4.953 6.071 -1.885  0.0677
C12 -3.827 -4.136 -0.433  -0.2260
Cl9 -4.754 -3.409 0.889  0.0459
Cl10 -2.419 -3.139 -0.788  0.0857
Cl11 -3.299 -5.754 0.047  0.0491
Cl12 -4.852 -4.256 -1.873  0.0398
C13 -6.587 -7.786 0.784  -0.2254
Cl13 -7.379 -6.397 0.034  0.0596
Cl14 -5.382 -8.447 -0.328  0.0575
Cl15 -5.798 -7.277 2.280  0.0612
Cl16 -7.794 -9.028 1.149  0.0472

LUMO in eV: 1.33
Orbital gap in eV: 4.7
Net charge: -1